Entry 1:
A structure of composition C38H36N5O2PdSTe. Source: the Open Molecules 2025 dataset; level of theory: wB97M-V/def2-TZVPD.

Geometry as XYZ:
```
84
Properties=species:S:1:pos:R:3:forces:R:3:lowdin_spin:R:1
Pd 0.0596 0.1288 0.9621 -0.32 -0.07 0.54 0.849
C -1.0065 -4.3121 1.9695 0.22 -0.11 -0.22 0.002
O -1.2977 -3.4401 3.0889 -0.21 0.22 0.37 0.002
C -0.8220 -2.2387 2.7608 0.37 -0.31 -0.52 0.005
N -0.2095 -2.1197 1.6504 -0.29 0.32 -0.25 0.075
C -0.3151 -3.3837 0.9271 -0.28 -0.17 0.01 0.012
C -1.1257 -3.2747 -0.3549 0.16 0.06 0.08 0.007
C -1.9813 -2.2116 -0.6174 -0.09 -0.07 0.03 0.002
C -2.7484 -2.2054 -1.7747 -0.01 0.01 -0.04 0.000
C -2.6715 -3.2569 -2.6730 -0.04 0.01 -0.05 0.003
C -1.8177 -4.3193 -2.4172 0.07 -0.07 0.01 0.000
C -1.0474 -4.3251 -1.2656 0.07 0.05 -0.01 0.002
C -0.9787 -1.0805 3.6554 -0.23 0.12 0.24 0.003
C -1.2033 -1.1614 5.0227 -0.05 -0.09 -0.09 0.001
C -1.2813 0.0199 5.7445 0.05 -0.01 -0.03 -0.001
C -1.1183 1.2310 5.0880 -0.03 0.05 -0.06 0.001
C -0.8982 1.2101 3.7177 -0.12 -0.12 0.30 0.003
N -0.8604 0.0816 3.0202 0.14 0.05 0.05 0.040
C -0.7000 2.4196 2.9055 0.18 0.30 -0.47 0.002
N -0.3939 2.3793 1.6710 -0.04 -0.30 -0.06 0.039
C -0.4378 3.7463 1.1570 -0.25 0.23 0.07 0.002
C -0.6339 4.5964 2.4469 0.18 0.11 -0.30 0.001
O -0.8639 3.6138 3.4797 -0.18 -0.16 0.32 0.000
C -1.5919 3.9574 0.1931 0.09 -0.07 0.01 0.000
C -1.6134 5.1132 -0.5818 0.04 -0.08 -0.01 0.000
C -2.6930 5.3829 -1.4075 0.01 0.09 -0.01 0.000
C -3.7653 4.5034 -1.4632 -0.02 -0.01 0.00 0.000
C -3.7456 3.3506 -0.6947 -0.05 -0.02 0.02 0.000
C -2.6646 3.0778 0.1324 0.00 0.02 0.01 0.000
H -1.9435 -4.7225 1.5995 -0.02 0.05 0.06 0.000
H -0.3700 -5.1206 2.3246 0.01 0.06 0.05 0.000
H 0.6901 -3.7311 0.6769 -0.03 -0.05 0.04 0.004
H -2.0698 -1.3857 0.0771 0.07 0.02 0.05 -0.001
H -3.4166 -1.3778 -1.9754 0.02 0.03 0.03 0.000
H -3.2806 -3.2549 -3.5674 0.02 0.02 -0.01 0.000
H -1.7497 -5.1462 -3.1121 0.00 0.01 -0.01 0.000
H -0.3720 -5.1518 -1.0714 -0.01 -0.02 -0.01 0.000
H -1.3197 -2.1277 5.4933 0.02 0.01 0.01 0.000
H -1.4538 -0.0068 6.8115 -0.02 0.02 0.00 0.000
H -1.1690 2.1761 5.6095 0.03 -0.01 0.02 0.000
H 0.5040 3.9779 0.6562 -0.02 0.02 0.02 0.000
H -1.5052 5.2439 2.3820 -0.01 -0.04 0.07 0.000
H 0.2388 5.1887 2.7194 0.02 -0.09 0.05 0.000
H -0.7796 5.8052 -0.5330 0.00 0.01 -0.04 0.000
H -2.7032 6.2863 -2.0031 0.01 -0.01 0.00 0.000
H -4.6154 4.7247 -2.0947 0.01 -0.02 -0.02 0.000
H -4.5788 2.6595 -0.7246 0.00 0.02 -0.03 0.000
H -2.6630 2.1728 0.7261 0.04 -0.01 0.01 0.000
C -0.6356 -0.6701 -6.8946 0.02 0.02 0.01 0.007
C -0.2733 -0.7009 -5.4393 -0.02 -0.08 0.08 0.035
C -0.7773 0.2146 -4.5318 0.06 -0.03 -0.07 -0.005
C -0.3761 0.2389 -3.1980 0.07 -0.08 0.13 0.037
C -1.0272 1.2784 -2.3323 0.09 0.05 0.03 0.006
C 0.5889 -0.6878 -2.7638 0.05 0.13 0.04 0.062
Te 1.6222 -0.5177 -0.9181 -0.22 0.04 -0.81 0.741
C 1.0366 -1.6887 -3.6515 0.10 -0.09 0.08 0.030
C 1.9541 -2.7940 -3.2036 0.03 0.09 -0.02 0.015
C 0.6000 -1.6758 -4.9628 0.00 0.03 -0.04 -0.005
H -1.4648 0.0066 -7.0929 -0.02 -0.02 0.01 0.000
H -0.8970 -1.6673 -7.2491 -0.04 0.02 -0.03 0.001
H 0.2220 -0.3336 -7.4809 -0.02 0.01 -0.02 0.002
H -1.4890 0.9635 -4.8633 -0.03 -0.04 -0.02 -0.001
H -2.0970 1.3061 -2.5388 -0.02 0.05 -0.01 0.001
H -0.6270 2.2713 -2.5519 -0.01 0.03 0.07 0.001
H -0.8931 1.0838 -1.2719 0.02 -0.01 0.08 0.003
H 1.4735 -3.3914 -2.4255 0.04 -0.01 0.01 0.004
H 2.8847 -2.3957 -2.7955 0.03 -0.07 -0.01 0.006
H 2.1968 -3.4505 -4.0368 0.01 -0.01 0.00 0.001
H 0.9676 -2.4311 -5.6486 -0.01 -0.03 0.03 -0.001
N 7.0526 -0.6849 2.8748 -0.21 -0.03 0.16 0.000
C 6.3212 -0.1013 1.9177 0.34 0.07 -0.44 0.000
S 6.9138 0.2785 0.4318 0.01 0.01 0.09 0.000
C 4.8890 0.1465 2.2109 -0.26 -0.08 0.11 0.000
C 4.0634 -0.8734 2.6748 0.10 0.06 -0.05 0.000
C 2.7068 -0.6217 2.7992 0.06 0.12 0.14 0.001
N 2.1491 0.5568 2.5267 0.23 0.00 0.26 0.001
C 2.9552 1.5386 2.1174 0.02 -0.01 0.07 0.003
C 4.3166 1.3849 1.9390 0.06 -0.06 0.02 0.002
H 8.0234 -0.8738 2.6890 0.02 -0.02 0.00 0.000
H 6.6929 -0.8332 3.8027 0.01 0.02 -0.01 0.000
H 4.4620 -1.8570 2.8872 -0.02 -0.01 0.00 0.000
H 2.0344 -1.4001 3.1404 -0.01 -0.05 -0.04 0.000
H 2.4786 2.4922 1.9171 0.00 0.00 -0.03 0.000
H 4.9359 2.1966 1.5849 -0.03 0.02 -0.05 0.000
```
Forces are in eV/Å.

Computed properties:
Multiplicity = 3
Energy relative to the best compared isomer or geometry (same formula, charge and spin) = 15.0 kJ/mol
⟨S²⟩ = 2.012
Kohn-Sham gap (spin up / spin down) = 7.0 / 6.3 eV
Charge = +1
HOMO (spin up / spin down) = -9.93 / -10.38 eV

Entry 2:
A cluster of 3 separate species, C17H29BrF3N4O5S in total in a non-equilibrium geometry. Source: the Open Molecules 2025 dataset; level of theory: wB97M-V/def2-TZVPD.

Geometry as XYZ:
```
60
Properties=species:S:1:pos:R:3:forces:R:3:nbo_charge:R:1
C 3.3560 2.6736 0.6699 0.17 -0.08 -0.83 -0.619
C 3.0763 1.2912 0.0729 0.21 1.23 0.75 -0.085
O 2.3933 0.5390 1.0664 -0.28 -0.41 -0.53 -0.512
C 2.1559 -0.8409 0.8003 0.20 0.51 0.56 -0.133
C 2.3756 -1.2591 -0.6338 0.52 -0.38 1.00 0.298
C 3.5281 -1.9806 -1.0004 -0.40 0.97 -0.13 -0.304
S 4.8479 -2.5349 0.0819 0.48 -1.95 0.16 2.080
O 4.3193 -3.3810 1.0935 -0.81 0.59 0.66 -0.871
O 5.8186 -3.1248 -0.7734 0.35 0.61 -0.75 -0.887
C 5.7251 -1.1085 0.8926 0.42 0.14 0.34 0.766
F 6.7712 -1.6696 1.4778 -0.25 0.10 -0.17 -0.272
F 4.9861 -0.5020 1.8131 0.05 -0.03 -0.39 -0.290
F 6.1378 -0.2454 -0.0314 -0.23 -0.04 0.15 -0.296
C 3.6598 -2.2777 -2.3205 0.26 -0.19 -0.03 -0.107
C 2.6585 -1.8484 -3.1845 -0.12 -0.34 -1.26 0.035
N 1.5675 -1.2096 -2.8542 0.58 0.00 0.79 -0.091
N 1.4772 -0.9450 -1.5531 -0.66 0.55 -0.15 -0.070
C 0.2349 -0.2450 -1.1601 -0.92 -0.10 -0.40 -0.304
C -0.7975 -1.2115 -0.5660 0.16 0.32 0.58 -0.241
C -1.6939 -0.4581 0.4094 0.42 0.10 -1.11 -0.635
Br -1.7905 -2.0182 -2.0273 -0.01 -0.32 0.09 0.032
H 2.5831 2.9729 1.3675 -0.02 -0.04 0.17 0.236
H 4.3519 2.7338 1.0932 -0.05 -0.08 0.47 0.221
H 3.3576 3.3774 -0.1615 -0.05 0.20 0.04 0.218
H 2.4635 1.4642 -0.8131 -0.11 -0.45 -0.18 0.161
H 4.0464 0.8721 -0.1897 -0.11 -0.39 -0.26 0.169
H 1.1481 -1.0623 1.1399 -0.17 -0.05 -0.18 0.235
H 2.8143 -1.4202 1.4429 0.10 -0.22 -0.10 0.224
H 4.5022 -2.8270 -2.7109 0.17 0.01 0.05 0.289
H 2.7741 -2.0532 -4.2383 -0.17 0.02 -0.13 0.244
H 0.4289 0.6098 -0.5208 0.41 -0.24 0.36 0.252
H -0.2380 0.1614 -2.0477 0.34 0.11 -0.27 0.310
H -0.3280 -2.0350 -0.0332 0.12 -0.18 -0.19 0.207
H -2.3903 -1.1206 0.8882 -0.20 -0.02 0.15 0.274
H -1.0549 0.0342 1.1421 -0.05 -0.08 0.29 0.203
H -2.1985 0.3176 -0.1618 -0.29 0.06 0.17 0.250
C -1.5982 3.4207 -3.3189 0.05 -0.07 0.04 -0.720
C -2.4467 2.1850 -3.1438 -0.11 -0.10 0.02 0.689
O -2.1568 1.3027 -2.3391 0.23 0.13 0.01 -0.689
N -3.5537 2.0703 -3.9055 0.17 0.14 0.02 -0.596
C -4.0628 2.9971 -4.9032 -0.19 -0.35 0.10 -0.414
H -0.7529 3.3645 -2.6395 -0.03 -0.05 0.04 0.233
H -1.2221 3.4857 -4.3404 -0.06 0.11 -0.01 0.232
H -2.1735 4.3160 -3.0838 0.03 0.04 -0.10 0.239
H -4.0721 1.2221 -3.7354 -0.03 0.00 -0.01 0.407
H -5.0648 3.3198 -4.6196 0.02 0.12 -0.07 0.208
H -4.1210 2.4937 -5.8686 0.01 0.12 -0.06 0.206
H -3.4236 3.8677 -4.9957 0.03 -0.01 0.03 0.213
C -2.5160 -1.3294 4.7907 0.03 0.01 -0.06 -0.719
C -3.6471 -0.9852 3.8521 -0.09 0.05 -0.20 0.685
O -3.4580 -0.7646 2.6604 -0.04 -0.05 0.38 -0.667
N -4.8943 -0.9255 4.3698 0.17 -0.04 0.12 -0.603
C -5.3134 -1.1524 5.7428 -0.26 0.10 -0.33 -0.413
H -1.5865 -1.3375 4.2295 -0.04 0.02 -0.07 0.233
H -2.4374 -0.5862 5.5845 -0.01 -0.09 0.08 0.232
H -2.6680 -2.3165 5.2278 0.01 0.05 0.11 0.232
H -5.6002 -0.6912 3.6895 -0.03 0.00 0.02 0.404
H -6.0294 -1.9744 5.7723 0.04 -0.03 0.14 0.205
H -5.8001 -0.2552 6.1266 0.03 -0.04 0.14 0.204
H -4.4692 -1.3959 6.3777 0.03 0.00 -0.03 0.212
```
Forces are in eV/Å.

Computed properties:
Kohn-Sham gap = 6.4 eV
Charge = +1
HOMO = -11.42 eV

Entry 3:
A cluster of 3 separate species, C22H33BCl2F2IN4O11 in total in a non-equilibrium geometry. Source: the Open Molecules 2025 dataset; level of theory: wB97M-V/def2-TZVPD.

Geometry as XYZ:
```
76
Properties=species:S:1:pos:R:3:forces:R:3:lowdin_charge:R:1
C -6.8278 5.1295 -3.2285 1.10 -0.49 0.40 -0.131
C -6.5895 3.4951 -2.9656 0.24 1.05 0.79 -0.206
C -4.9709 3.3105 -2.7660 0.16 1.65 0.46 -0.238
N -4.3630 2.1668 -3.5681 2.67 -0.34 2.33 -0.036
C -3.0541 1.8600 -2.8604 0.26 -1.35 1.00 -0.081
C -3.0138 0.7675 -1.6385 4.85 2.13 -1.02 0.124
B -4.2977 -0.1142 -1.0794 -2.23 -1.17 0.92 -0.508
N -4.5698 -1.5532 -1.4896 2.38 1.60 2.03 0.138
O -5.1829 0.5439 -0.0968 0.48 -0.88 -3.04 0.006
C -1.5647 0.5141 -0.8812 -0.45 2.86 -3.09 0.132
C -1.5055 -0.6137 0.3146 0.08 -7.44 0.87 -0.329
O -1.4875 -1.9462 0.0337 -0.26 9.38 0.90 -0.014
O -1.5013 -0.2955 1.7780 -0.47 0.16 -4.45 -0.626
I -3.1539 -1.0616 2.6827 0.00 0.40 -0.62 1.193
C -0.2754 1.4051 -1.4186 -3.57 0.27 -1.72 -0.018
N 1.0870 1.2384 -0.7689 -1.87 -1.02 1.62 0.066
C 1.6997 -0.1144 -1.0613 -0.96 -6.92 -2.87 -0.125
O 1.0813 -1.1479 -1.6604 4.31 8.21 4.35 0.078
F 3.1510 -0.3529 -0.7156 -5.65 2.54 -0.59 -0.001
C 1.0724 1.5677 0.7080 4.90 -1.48 7.05 -0.165
O 2.0450 1.2000 1.5880 -7.32 2.71 -7.25 0.056
F -0.0849 2.3017 1.3441 3.47 -2.41 -3.30 -0.014
C -0.4405 2.4927 -2.6786 -1.26 -1.90 1.49 -0.008
C 0.8628 3.3292 -3.2267 0.15 -0.94 0.24 -0.166
C 1.3745 4.5361 -2.2422 1.59 0.88 -1.47 -0.659
C 2.9893 4.3045 -2.0020 0.47 0.18 -0.23 -0.139
Cl 0.3895 4.7545 -0.6875 1.00 -0.42 -1.43 0.579
N -1.8260 2.6645 -3.3362 0.31 -2.83 3.29 -0.357
Cl -2.0700 3.7974 -4.6628 0.45 -1.26 1.52 0.767
H -6.4985 5.4232 -4.3238 -0.99 -0.64 2.19 0.091
H -7.9138 5.4646 -2.9477 2.20 -0.64 -0.76 0.087
H -6.0351 5.6621 -2.5124 -2.00 -0.95 -1.43 0.086
H -7.0905 3.2525 -1.9267 0.89 0.26 -2.24 0.113
H -7.0429 2.8251 -3.8112 1.00 1.28 1.60 0.117
H -4.4271 4.3059 -3.1345 -1.22 -2.17 0.68 0.101
H -4.6506 3.1979 -1.6259 -1.08 0.20 -2.24 0.138
H -4.9956 1.3388 -3.6211 0.96 0.69 0.40 0.130
H -4.8117 -2.1501 -0.6432 -0.13 1.11 -1.49 0.109
H -3.7160 -2.0169 -1.8920 -1.23 0.66 0.19 0.091
H -6.1463 0.4841 -0.3699 1.64 -0.27 0.68 0.126
H 0.7464 3.7812 -4.2996 -0.28 -1.11 2.11 0.114
H 1.7525 2.5369 -3.3032 -2.12 1.57 0.28 0.137
H 1.2854 5.5600 -2.8490 -0.08 -2.33 1.52 0.126
H 3.2156 3.3400 -1.3638 -0.59 2.07 -1.07 0.086
H 3.5232 5.2700 -1.5504 -1.42 -2.25 -0.76 0.109
H 3.5264 4.1249 -3.0520 -1.42 0.43 2.10 0.105
C -0.5634 -4.8886 9.1621 0.20 -0.08 -0.25 -0.068
C -1.6538 -3.8397 9.0301 -0.08 -0.64 0.48 -0.219
O -1.2134 -2.7508 8.2098 -0.16 0.18 -1.29 0.025
C -1.2566 -2.9692 6.8718 0.01 -0.56 0.22 -0.547
O -1.6412 -3.9887 6.3218 0.43 1.46 0.62 0.108
O -0.7751 -1.8638 6.2497 -0.44 -0.65 0.48 -0.004
C -0.6886 -1.9923 4.8317 0.18 -0.16 -0.30 -0.114
H 0.3693 -4.4334 9.5105 -0.20 -0.02 0.10 0.083
H -0.8617 -5.6711 9.8659 0.01 0.13 -0.07 0.082
H -0.3467 -5.3578 8.1975 -0.16 0.03 0.13 0.076
H -1.8776 -3.4227 10.0183 0.11 0.23 -0.34 0.125
H -2.5846 -4.2701 8.6437 0.24 0.13 -0.14 0.124
H -1.6419 -2.3129 4.4008 0.54 -0.23 0.41 -0.034
H 0.1095 -2.6936 4.5707 -0.20 0.00 -0.01 0.108
H -0.4375 -1.0118 4.4177 0.00 -0.05 0.34 0.081
C 4.8499 -2.4200 -1.3148 -0.09 -0.43 -0.28 -0.067
C 6.0684 -1.5294 -1.4844 -0.62 0.12 -0.03 -0.219
O 7.2728 -2.2658 -1.2402 0.60 -0.41 -0.73 0.025
C 7.6989 -3.0494 -2.2620 -0.27 -0.19 -0.27 -0.549
O 7.1597 -3.1674 -3.3507 0.75 0.23 1.44 0.105
O 8.8184 -3.6989 -1.8551 -0.92 0.73 -0.24 -0.006
C 9.3275 -4.6250 -2.8130 0.31 -0.40 -0.33 -0.050
H 4.8656 -2.9129 -0.3374 0.00 0.20 -0.03 0.091
H 3.9286 -1.8371 -1.4043 0.66 -0.69 -0.15 0.040
H 4.8306 -3.2122 -2.0695 0.09 0.16 0.03 0.082
H 6.0337 -0.7225 -0.7440 0.33 -0.25 -0.02 0.120
H 6.0907 -1.0583 -2.4735 0.12 -0.26 0.07 0.124
H 9.4698 -4.1521 -3.7894 -0.19 -0.08 0.17 0.097
H 8.6543 -5.4837 -2.8932 0.05 0.19 -0.13 0.100
H 10.2996 -4.9788 -2.4583 -0.26 0.23 0.17 0.096
```
Forces are in eV/Å.

Computed properties:
Kohn-Sham gap = 6.5 eV
Charge = +1
HOMO = -12.08 eV

Number 1: M 860.83 g/mol. Number 2: M 538.41 g/mol. Number 3: M 776.14 g/mol.